1.
{
  "formula": "CH3N3OS",
  "method": "ωB97M-V with the def2-TZVPD basis set",
  "spin_multiplicity": 3,
  "s_squared": 2.01,
  "e_lumo_ev": [0.4, -4.4],
  "symbols": ["C", "N", "N", "N", "O", "S", "H", "H", "H"],
  "positions_angstrom": [[2.173321, -0.628038, -0.563348], [3.288326, -0.451106, -0.440988], [-0.045223, -1.554227, 0.653000], [0.007471, 0.818978, -0.236211], [-0.203291, -1.254368, -1.874105], [0.339196, -0.809445, -0.609560], [0.144176, -2.543642, 0.446169], [0.737651, 1.409670, -0.572764], [-0.064789, 0.891851, 0.767662]],
  "forces_ev_per_angstrom": [[-6.512, 2.201, -1.224], [5.245, -0.792, 0.841], [-3.379, -2.319, 5.835], [-1.481, -2.106, 0.089], [-1.530, 1.366, -0.050], [7.106, 1.171, -5.590], [0.064, 0.250, 0.272], [0.622, 0.150, -0.483], [-0.135, 0.079, 0.310]],
  "lowdin_charge": [-0.4033, 0.0504, -0.0260, -0.0797, -0.3183, 0.5819, 0.0812, 0.0555, 0.0583]
}

=====

2.
{
  "formula": "CH3N3S2",
  "method": "ωB97M-V with the def2-TZVPD basis set",
  "e_lumo_ev": [-0.8, -0.2],
  "symbols": ["C", "N", "N", "N", "S", "S", "H", "H", "H"],
  "positions_angstrom": [[1.404386, 0.570639, -0.545522], [0.685938, 0.698521, 0.468867], [-0.547663, 0.964869, 0.406605], [-1.315633, -1.321152, 0.769173], [0.677580, 0.759252, -2.132792], [-1.096834, 1.257057, -1.168624], [2.500161, 0.287201, -0.549161], [-1.950907, -1.600718, 1.666253], [-0.357028, -1.615669, 1.085201]],
  "forces_ev_per_angstrom": [[3.040, -0.774, -2.762], [0.910, -0.319, 2.823], [-1.916, 0.838, -0.197], [-1.052, -1.601, 2.459], [-0.579, 0.223, 0.358], [0.185, -0.115, -0.470], [-1.555, 0.440, 0.314], [1.834, 0.957, -2.378], [-0.869, 0.351, -0.148]],
  "lowdin_charge": [-0.5881, -0.2132, -0.4363, 0.0200, 0.5607, 0.5518, 0.0931, 0.0398, -0.0278]
}

=====

3.
{
  "formula": "CH3N4O",
  "method": "ωB97M-V with the def2-TZVPD basis set",
  "total_charge": 1,
  "e_lumo_ev": [-5.2, -5.2],
  "symbols": ["C", "N", "N", "N", "N", "O", "H", "H", "H"],
  "positions_angstrom": [[-4.497777, -0.061004, 0.197381], [-3.312562, 0.250178, 0.155535], [-2.438994, 0.718723, -0.584652], [-1.388510, 0.980939, -0.877169], [-0.013701, 0.299455, 0.419461], [-5.484700, -0.534814, 0.513816], [0.966977, 0.532094, 0.077023], [-0.049323, -0.706915, 0.471645], [-0.190366, 0.828315, 1.362011]],
  "forces_ev_per_angstrom": [[-0.555, -0.787, 0.221], [-0.094, -0.881, 2.254], [-0.403, 1.047, -1.929], [0.759, 0.508, -0.936], [1.671, 1.777, 1.805], [-0.129, 0.487, -0.429], [-1.767, -0.111, 0.551], [-0.146, -0.264, 0.613], [0.664, -1.776, -2.151]],
  "lowdin_charge": [-0.1350, 0.1950, -0.0359, 0.2830, 0.0488, 0.3334, 0.1141, 0.0624, 0.1341]
}

=====

4.
{
  "formula": "CH3N4OP",
  "method": "ωB97M-V with the def2-TZVPD basis set",
  "e_lumo_ev": [-0.8, -0.8],
  "symbols": ["C", "N", "N", "N", "N", "O", "P", "H", "H", "H"],
  "positions_angstrom": [[-0.143293, 0.977548, -0.082017], [2.085961, 0.971284, 0.015753], [-2.430320, -0.049133, 0.058006], [0.995521, 0.414762, 0.221909], [-1.173471, -0.123698, 0.118661], [0.618556, -2.081994, -0.684715], [0.325433, -1.405160, 0.577547], [-0.399752, 1.886030, -0.470555], [2.874085, 0.378846, 0.126009], [-2.752721, -0.968484, 0.119400]],
  "forces_ev_per_angstrom": [[-4.558, -4.223, 1.550], [0.427, 1.622, -0.330], [2.796, 2.179, -0.658], [-0.381, -0.840, -0.768], [2.314, 2.900, -0.122], [0.122, -0.439, -0.380], [-0.086, -0.216, 0.446], [-0.295, 2.310, -0.801], [0.605, -1.141, 0.592], [-0.943, -2.152, 0.471]],
  "lowdin_charge": [-0.1357, 0.0883, 0.1172, -0.3383, -0.2278, -0.4852, 0.8320, 0.0809, 0.0391, 0.0297]
}

=====

5.
{
  "formula": "CH3N4P",
  "method": "ωB97M-V with the def2-TZVPD basis set",
  "e_lumo_ev": -1.0,
  "symbols": ["C", "N", "N", "N", "N", "P", "H", "H", "H"],
  "positions_angstrom": [[-0.761668, 1.252688, 0.098753], [-1.823364, 0.428772, 0.098652], [-1.717971, -0.817158, 0.045426], [-0.426808, -1.084769, -0.218797], [1.915885, -0.503948, 0.281132], [0.607607, 0.225211, -0.170041], [-0.729266, 2.171251, -0.319620], [0.244570, -1.786166, -0.149439], [2.691014, 0.114116, 0.333938]],
  "forces_ev_per_angstrom": [[1.410, -2.786, 0.445], [-1.920, 1.781, -0.079], [0.732, -1.188, -0.216], [0.980, 2.782, -0.273], [0.120, 0.713, -0.079], [-1.361, -1.430, 0.366], [-0.715, 3.092, -0.506], [-0.382, -3.343, 0.389], [1.135, 0.380, -0.048]],
  "lowdin_charge": [-0.2826, -0.1089, -0.0495, -0.1684, -0.2215, 0.8199, 0.0017, 0.0583, -0.0490]
}

=====

6.
{
  "formula": "CH3N4P",
  "method": "ωB97M-V with the def2-TZVPD basis set",
  "smiles": "NP1=CN=NN=1",
  "e_lumo_ev": -0.9,
  "symbols": ["N", "P", "C", "N", "N", "N", "H", "H", "H"],
  "positions_angstrom": [[0.357270, 1.239053, 1.106793], [-0.154451, -0.248745, 0.586719], [-0.772852, -0.227524, -1.091409], [-0.180173, -1.205972, -1.715511], [0.830883, -1.829002, -1.005667], [1.074446, -1.293635, 0.149554], [-0.487799, 1.887573, 1.209238], [0.989782, 1.326736, 1.972260], [-1.657106, 0.351516, -1.211976]],
  "forces_ev_per_angstrom": [[0.299, 2.695, 2.032], [-0.692, -1.317, -0.562], [1.639, -0.571, 1.930], [-1.685, 0.432, -0.816], [0.352, 1.386, 1.619], [0.474, -0.888, -0.852], [1.780, -1.190, -0.006], [-1.552, -0.447, -1.836], [-0.617, -0.099, -1.509]],
  "lowdin_charge": [-0.2402, 0.7762, -0.3071, -0.0785, -0.1134, -0.2396, 0.0728, 0.0871, 0.0426]
}

=====

7.
{
  "formula": "CH3N4S",
  "method": "ωB97M-V with the def2-TZVPD basis set",
  "total_charge": -1,
  "e_lumo_ev": 4.2,
  "symbols": ["C", "N", "N", "N", "N", "S", "H", "H", "H"],
  "positions_angstrom": [[2.037996, -0.428234, 1.127077], [0.343595, -1.057372, 0.056224], [1.737008, -1.661944, 1.558560], [1.147741, -0.016870, 0.234685], [0.728188, -2.057023, 0.860582], [-1.768174, 1.023173, 0.139229], [2.565243, 0.281592, 1.701421], [-0.507226, 1.490343, 0.159517], [-1.042349, -0.266645, 0.148990]],
  "forces_ev_per_angstrom": [[-1.685, -0.053, 0.238], [0.546, -0.692, 0.199], [1.587, -0.186, 0.719], [0.368, -0.159, -0.241], [-1.232, 0.325, -0.910], [0.389, -0.807, 0.107], [1.215, 0.374, 0.223], [-0.232, 0.302, -0.041], [-0.956, 0.896, -0.295]],
  "lowdin_charge": [-0.3299, -0.2117, -0.0925, -0.0936, -0.1240, 0.2583, 0.0508, -0.2790, -0.1784]
}

=====

8.
{
  "formula": "CH3N4Si",
  "method": "ωB97M-V with the def2-TZVPD basis set",
  "total_charge": -1,
  "e_lumo_ev": 4.1,
  "symbols": ["C", "N", "N", "N", "N", "Si", "H", "H", "H"],
  "positions_angstrom": [[0.217506, -0.115361, -0.492529], [1.819080, 0.531638, -1.745671], [1.558667, -0.364775, -0.892976], [-0.211699, 0.943751, -1.166783], [0.823708, 1.318681, -1.959382], [-0.763251, -0.440247, 1.055060], [-0.035258, -1.000079, 2.313315], [-1.751680, -1.532553, 1.316698], [-1.657073, 0.658946, 1.572268]],
  "forces_ev_per_angstrom": [[1.561, 0.267, -0.247], [1.274, 0.511, -1.461], [-1.936, -1.991, 2.931], [0.306, 0.500, -0.543], [-1.843, 0.958, -0.016], [-0.110, -1.005, 1.757], [0.303, 0.906, -0.865], [-0.214, -0.251, -1.117], [0.660, 0.104, -0.439]],
  "lowdin_charge": [-0.6156, -0.2069, -0.1005, -0.1105, -0.1560, 0.5434, -0.1065, -0.1444, -0.1030]
}

=====

9.
{
  "formula": "CH3N4Si",
  "method": "ωB97M-V with the def2-TZVPD basis set",
  "total_charge": -1,
  "e_lumo_ev": 4.3,
  "symbols": ["C", "N", "N", "N", "N", "Si", "H", "H", "H"],
  "positions_angstrom": [[-0.761179, 1.861022, -0.230907], [2.405039, 2.055063, -2.286385], [-1.268445, 2.851451, -0.428578], [0.868104, 0.468366, -1.618794], [1.653020, 1.237398, -2.038027], [-0.077387, 0.249068, 0.013880], [1.101007, 0.073276, 0.876406], [-1.144709, -0.164947, 1.291743], [-0.931294, -0.516019, -0.820732]],
  "forces_ev_per_angstrom": [[0.253, 0.075, 0.778], [0.486, 0.182, -0.965], [-1.264, 2.646, -0.548], [-0.061, -1.482, -0.920], [0.710, 1.337, 1.389], [-0.937, -1.976, 1.536], [0.440, -0.019, -0.159], [0.967, 0.598, -0.523], [-0.594, -1.360, -0.588]],
  "lowdin_charge": [-0.4620, 0.0588, 0.0473, -0.1265, -0.4139, 0.1756, -0.0827, -0.1071, -0.0894]
}

=====

10.
{
  "formula": "CH3N4Si",
  "method": "ωB97M-V with the def2-TZVPD basis set",
  "total_charge": -1,
  "e_lumo_ev": 3.9,
  "symbols": ["C", "N", "N", "N", "N", "Si", "H", "H", "H"],
  "positions_angstrom": [[-0.151685, -0.065744, -0.380584], [-1.906188, 1.462267, -0.701345], [-1.054930, 1.510166, 0.207929], [-0.870312, -0.387082, -1.381371], [-1.904483, 0.465680, -1.590388], [1.069865, -0.749088, 0.748958], [1.764819, 0.432131, 1.009877], [2.229682, -1.299588, 0.050921], [0.823231, -1.368742, 2.036004]],
  "forces_ev_per_angstrom": [[-2.246, 2.317, 1.166], [0.290, 0.133, 0.761], [1.389, -3.341, -1.853], [-0.235, 0.342, 0.814], [-0.202, 0.014, -0.933], [0.435, 0.551, -1.165], [0.894, 1.770, 1.136], [0.146, -1.177, -0.249], [-0.470, -0.610, 0.323]],
  "lowdin_charge": [-0.4879, -0.2884, -0.0417, -0.1380, -0.1932, 0.5057, -0.1282, -0.1141, -0.1142]
}

=====

Short version: calculated total energy = -18429.77911, -27221.85386, -9082.26136, -18378.54085, -16330.73110, -16331.76415, -17881.23724, -14922.87600, -14922.33561, -14921.05114 eV, in the order given.
Short version: relative energy (zero: lowest compared OMol25 entry of this formula, charge and spin) = 122.5, 60.2, 41.4, 9.6, 27.4, 3.6, 2.7, 19.1, 31.5, 61.2 kcal/mol, in the order given.